DFT (ωB97M-V with the def2-TZVPD basis set) results for a structure of composition C34H29BrN2O4PSn.

Last column: Löwdin charge in e.
Atoms and positions in Å:
Sn 2.1468 -0.6603 -0.7865  1.206
O 4.2897 0.0153 -0.1006  -0.272
N 4.4482 1.1853 0.3521  -0.021
N 3.5091 1.9995 0.0598  -0.242
O 2.4734 1.6832 -0.6775  -0.298
C 3.5984 3.3288 0.5814  -0.160
C 4.7902 3.8274 1.0970  -0.024
C 4.8166 5.1165 1.6010  -0.095
C 3.6719 5.9056 1.5943  -0.104
C 2.4933 5.3927 1.0752  -0.078
C 2.4520 4.1047 0.5618  0.000
H 5.6728 3.2059 1.1013  0.104
H 5.7428 5.5087 2.0021  0.098
H 3.7025 6.9120 1.9920  0.094
H 1.5911 5.9918 1.0706  0.096
H 1.5450 3.6815 0.1591  0.093
C -1.6423 -2.3753 -1.4773  -0.050
C -2.7454 -1.3641 -1.3296  -0.268
C -4.0128 -1.6337 -1.8335  -0.050
C -5.0524 -0.7214 -1.7113  -0.097
C -4.8344 0.4840 -1.0651  -0.097
C -3.5778 0.7654 -0.5450  -0.088
C -2.5270 -0.1392 -0.6728  -0.321
P -0.8351 0.2048 -0.0481  1.089
C -0.9933 1.8930 0.6420  -0.324
C -1.0967 2.1114 2.0121  -0.069
C -1.2018 3.3979 2.5250  -0.084
C -1.2232 4.4797 1.6607  -0.100
C -1.1134 4.2699 0.2923  -0.075
C -0.9760 2.9906 -0.2355  -0.307
C -0.7900 2.8009 -1.7169  -0.056
C -0.7560 -0.9041 1.3999  -0.346
C -1.8631 -1.5917 1.8971  -0.099
C -1.7071 -2.5778 2.8564  -0.100
C -0.4293 -2.8872 3.3112  -0.089
C 0.6690 -2.1918 2.8433  -0.042
C 0.5373 -1.1733 1.8950  -0.337
C 1.7040 -0.4160 1.3973  -0.304
H -1.9879 -3.2624 -2.0071  0.074
H -1.2533 -2.6923 -0.5062  0.077
H -0.7973 -1.9558 -2.0294  0.074
H -4.1843 -2.5813 -2.3318  0.107
H -6.0295 -0.9566 -2.1157  0.095
H -5.6378 1.2026 -0.9574  0.095
H -3.4138 1.7032 -0.0280  0.100
H -1.0956 1.2595 2.6817  0.105
H -1.2731 3.5492 3.5949  0.099
H -1.3133 5.4875 2.0482  0.097
H -1.1126 5.1185 -0.3837  0.108
H -0.7788 3.7627 -2.2303  0.077
H -1.5889 2.1930 -2.1471  0.073
H 0.1584 2.2941 -1.9137  0.068
H -2.8517 -1.3720 1.5110  0.104
H -2.5686 -3.1207 3.2248  0.093
H -0.2903 -3.6861 4.0300  0.098
H 1.6624 -2.4499 3.1895  0.115
H 2.6270 -0.7554 1.8692  0.054
H 1.5930 0.6576 1.5790  0.046
Br -0.5096 -6.0866 0.2947  0.761
C -0.0228 -5.4245 -1.4173  -0.625
C -0.7982 -5.8052 -2.5028  -0.157
C -0.5093 -5.2993 -3.7609  -0.109
C 0.5381 -4.4016 -3.9183  -0.090
C 1.2940 -4.0245 -2.8199  -0.042
C 1.0399 -4.5418 -1.5516  -0.181
C 1.9508 -4.1363 -0.3976  -0.678
O 2.6426 -5.0146 0.1054  0.020
O 1.9099 -2.9000 -0.0973  -0.223
H -1.6249 -6.4876 -2.3564  0.090
H -1.1086 -5.5995 -4.6117  0.095
H 0.7604 -3.9896 -4.8950  0.098
H 2.0966 -3.3053 -2.9295  0.100

## Properties
Total charge: -1
Relative energy (zero: lowest compared OMol25 entry of this formula, charge and spin): 1.7 kcal per mole

---

DFT (ωB97M-V with the def2-TZVPD basis set) results for a structure of composition C34H29Cl48NOS.

Last column: Löwdin charge in e.
Atoms and positions in Å:
C 3.5982 -3.3695 -0.8434  -0.131
O 4.0283 -2.7256 -2.1047  -0.270
C 4.0048 -1.2357 -1.9305  -0.195
C 2.6562 -0.6280 -2.6441  -0.177
C 2.9326 0.5099 -3.7916  -0.206
C 3.6546 1.8802 -3.2543  -0.210
C 3.2640 2.3195 -1.7239  -0.232
C 1.8025 3.0480 -1.5619  -0.209
C 1.7550 4.2753 -0.4758  -0.205
C 2.4676 3.9576 0.9660  -0.214
C 1.3840 3.6387 2.1919  -0.266
C 0.3486 2.4966 1.5581  -0.177
C 1.0378 1.0505 1.1221  -0.013
C 0.0625 -0.1201 0.4324  -0.025
C -1.5604 0.2173 0.2110  -0.139
C -2.1991 1.6780 0.7164  -0.351
C -1.2637 2.8447 1.3967  -0.018
S -4.0730 1.8607 0.3901  0.693
C -4.2603 1.0377 -1.3243  -0.342
C -5.2823 1.6359 -2.4586  -0.204
C -5.3553 0.8827 -3.9416  -0.124
C -4.3867 -0.4499 -4.2204  -0.052
C -3.3765 -1.0541 -3.0325  -0.013
C -3.3003 -0.3152 -1.5367  -0.136
N -2.4052 -0.8539 -0.4426  -0.018
H 4.2909 -3.0991 0.0800  0.101
H 2.4946 -3.0674 -0.5907  0.084
H 3.6591 -4.5509 -0.9634  0.108
H 4.0779 -1.0215 -0.7729  0.100
H 4.9889 -0.8379 -2.4294  0.133
H 1.8672 -0.2584 -1.8431  0.088
H 2.1345 -1.5481 -3.1966  0.129
H 1.9223 0.8163 -4.3188  0.116
H 3.6912 0.0194 -4.5711  0.122
H 3.4359 2.8335 -3.9384  0.114
H 4.8356 1.7140 -3.2821  0.110
H 4.0748 3.1320 -1.3957  0.106
H 3.3457 1.4587 -0.9254  0.060
H 0.9041 2.2839 -1.3769  0.106
H 1.5591 3.5365 -2.6236  0.108
H 0.6006 4.5408 -0.3273  0.120
H 2.2339 5.2324 -0.9720  0.056
H 3.1112 4.9248 1.2379  0.109
H 3.2176 3.0594 0.9660  0.061
H 0.7971 4.6565 2.3638  0.111
H 1.9190 3.2752 3.1780  0.058
H 2.1926 0.8251 1.2607  0.097
H 0.5247 -1.1673 0.0936  0.070
H -1.7519 3.8764 1.7412  0.113
H -5.9590 2.5957 -2.2529  -0.074
H -6.0478 1.2655 -4.8330  0.056
H -4.4331 -0.9544 -5.3013  0.088
H -2.6857 -1.9905 -3.2297  0.079
H -1.8535 -1.6891 -0.7374  0.022
C -1.4478 -4.4189 1.2014  -1.979
Cl -1.1244 -4.0034 -0.5008  0.537
Cl -0.7151 -5.9990 1.5765  0.487
Cl -0.7443 -3.1714 2.2613  0.501
Cl -3.2074 -4.5018 1.4685  0.533
C 0.6522 3.4014 6.3828  -1.968
Cl 0.6316 5.1395 6.7744  0.521
Cl -0.4697 2.5359 7.4629  0.502
Cl 0.1461 3.1679 4.6904  0.585
Cl 2.3007 2.7625 6.6033  0.501
C 2.7522 8.1124 -3.2548  -2.008
Cl 3.2131 6.3914 -3.2355  0.521
Cl 1.2321 8.3100 -4.1629  0.508
Cl 2.5240 8.6849 -1.5830  0.510
Cl 4.0396 9.0632 -4.0377  0.513
C -8.0478 3.6820 0.2757  -1.955
Cl -7.5875 5.4032 0.2720  0.511
Cl -9.0145 3.3288 1.7300  0.507
Cl -9.0107 3.3215 -1.1795  0.520
Cl -6.5784 2.6743 0.2802  0.490
C 0.0855 -1.2348 6.0576  -1.993
Cl -1.1202 -0.7404 7.2728  0.498
Cl -0.3756 -0.5837 4.4645  0.494
Cl 1.6862 -0.6016 6.5173  0.500
Cl 0.1515 -3.0134 5.9758  0.508
C 6.9855 2.4943 0.7753  -2.003
Cl 5.6938 1.2678 0.8167  0.517
Cl 6.2628 4.1208 0.8576  0.521
Cl 8.0744 2.2572 2.1655  0.517
Cl 7.9108 2.3315 -0.7385  0.514
C 2.4855 -8.6450 3.1182  -1.986
Cl 2.5556 -10.2022 3.9812  0.492
Cl 3.8577 -8.5303 1.9876  0.505
Cl 0.9566 -8.5378 2.2094  0.488
Cl 2.5720 -7.3096 4.2945  0.520
C -11.6145 -0.0191 3.1856  -2.013
Cl -10.5115 -1.4021 3.3988  0.511
Cl -11.7536 0.3679 1.4520  0.504
Cl -13.2217 -0.4361 3.8318  0.509
Cl -10.9713 1.3939 4.0598  0.494
C 3.9782 -13.5199 2.4922  -1.987
Cl 4.1950 -14.7391 1.2111  0.503
Cl 2.2388 -13.2706 2.7866  0.501
Cl 4.7588 -14.0871 3.9901  0.522
Cl 4.7204 -11.9829 1.9810  0.461
C -4.1217 7.1558 -1.1987  -2.001
Cl -4.0922 8.0454 0.3448  0.514
Cl -2.8326 7.7711 -2.2635  0.510
Cl -3.8591 5.4209 -0.8895  0.502
Cl -5.7031 7.3859 -1.9866  0.474
C -6.5217 4.7039 -4.9689  -1.924
Cl -4.9228 5.3929 -5.3474  0.530
Cl -6.3294 3.3474 -3.8298  0.629
Cl -7.5493 5.9583 -4.2305  0.495
Cl -7.2855 4.1170 -6.4678  0.525
C 7.8783 -12.2007 -1.0139  -2.002
Cl 6.6839 -13.2572 -0.2190  0.465
Cl 7.7130 -12.3427 -2.7822  0.514
Cl 7.5952 -10.5109 -0.5246  0.506
Cl 9.5210 -12.6920 -0.5296  0.513

## Properties
Total charge: 0
Electronic energy: -23929.3506 hartree

---

DFT (ωB97M-V with the def2-TZVPD basis set) results for a structure of composition C34H29CuN4P2Se4Te.

Last column: Löwdin charge in e.
Atoms and positions in Å:
Cu -1.3531 1.2037 -0.4232  0.141
Se -3.8329 3.2042 0.8696  -0.100
Se -2.4804 4.3076 2.2857  -0.153
Se -1.3078 5.8730 0.9318  -0.153
Se -2.2307 5.7355 -1.0883  -0.089
Te -1.6454 -2.7862 -0.6436  1.205
C -2.5370 -1.2552 -1.8558  -0.540
C -2.3733 -1.2599 -3.2360  -0.158
C -2.9382 -0.2411 -3.9926  -0.182
N -3.5923 0.7931 -3.4750  0.066
C -3.7566 0.8011 -2.1526  -0.156
C -3.2856 -0.2051 -1.3109  -0.182
C -0.2072 -1.7230 0.5234  -0.935
P -1.0937 -0.3059 1.2315  0.819
C -2.4524 -1.0000 2.2373  -0.383
C -2.4149 -2.3072 2.7186  -0.153
C -3.4328 -2.7810 3.5285  -0.091
C -4.5028 -1.9577 3.8598  -0.099
C -4.5421 -0.6557 3.3863  -0.080
C -3.5168 -0.1763 2.5813  -0.103
C -0.0639 0.3858 2.5822  -0.346
C 0.3203 -0.3878 3.6757  -0.099
C 1.0828 0.1621 4.6899  -0.092
C 1.4665 1.4983 4.6265  -0.096
C 1.0845 2.2760 3.5465  -0.078
C 0.3180 1.7186 2.5304  -0.109
P 0.8527 -0.9848 -0.7826  0.852
C 1.6980 -2.4349 -1.5459  -0.407
C 2.4433 -3.3506 -0.8076  -0.087
C 3.0583 -4.4251 -1.4288  -0.090
C 2.9379 -4.5998 -2.8025  -0.106
C 2.1963 -3.6969 -3.5484  -0.101
C 1.5821 -2.6235 -2.9179  -0.130
C 2.2994 -0.2971 0.1296  -0.366
C 2.6428 -0.6639 1.4260  -0.114
C 3.7054 -0.0544 2.0761  -0.086
C 4.4451 0.9275 1.4323  -0.099
C 4.1259 1.2883 0.1303  -0.095
C 3.0561 0.6824 -0.5109  -0.106
H -1.8116 -2.0500 -3.7202  0.084
H -2.8399 -0.2488 -5.0746  0.101
H -4.2910 1.6485 -1.7370  0.080
H -3.5858 -0.2199 -0.2698  0.076
H -1.5829 -2.9457 2.4473  0.071
H -3.3959 -3.7984 3.8988  0.097
H -5.3025 -2.3338 4.4862  0.094
H -5.3692 -0.0038 3.6382  0.102
H -3.5493 0.8464 2.2217  0.007
H 0.0282 -1.4310 3.7194  0.104
H 1.3791 -0.4474 5.5350  0.098
H 2.0567 1.9306 5.4253  0.096
H 1.3723 3.3182 3.4915  0.104
H 0.0100 2.3317 1.6898  0.061
H 2.5337 -3.2176 0.2635  0.098
H 3.6337 -5.1311 -0.8423  0.097
H 3.4218 -5.4384 -3.2878  0.094
H 2.0901 -3.8330 -4.6178  0.094
H 0.9894 -1.9195 -3.4935  0.079
H 2.0617 -1.4302 1.9228  0.086
H 3.9459 -0.3372 3.0937  0.100
H 5.2651 1.4148 1.9457  0.094
H 4.7000 2.0523 -0.3800  0.096
H 2.7978 0.9764 -1.5241  0.088
N 1.2455 1.5515 -5.0201  0.125
C 0.9514 2.1600 -3.8199  -0.373
C -0.0280 1.6262 -2.9732  -0.075
N -0.3052 2.1915 -1.8123  0.015
C 0.3555 3.3098 -1.4826  -0.152
C 1.2975 3.8352 -2.3417  -0.109
N 1.6120 3.2659 -3.5039  0.128
H 1.0435 0.5684 -5.0889  0.084
H 2.1196 1.8405 -5.4276  0.091
H -0.5608 0.7207 -3.2292  0.088
H 0.1336 3.7687 -0.5307  0.046
H 1.8229 4.7440 -2.0787  0.111

## Properties
Total charge: -1
Relative energy (zero: lowest compared OMol25 entry of this formula, charge and spin): 0.0 kcal per mole
2S+1: 2
<S²>: 0.76

---

Max |F| for the records above, in order: 0.23; 5.32; 0.44 eV/Å